No. 1
Below is a structure of composition C19H21AgCl2N5S2, with properties calculated with ωB97M-V/def2-TZVPD.

```
! RIJCOSX wB97M-V def2-TZVPD def2/J DEFGRID3
* xyz -1 1
Ag -0.50275 -0.09721 0.40741
C 4.06468 -0.36159 -1.21092
C 2.57418 -0.44544 -1.02605
N 1.99984 -0.64734 0.10351
N 2.79073 -0.80364 1.19249
C 2.13609 -1.05215 2.30530
N 2.95604 -1.28307 3.39182
S 0.45870 -1.20464 2.60550
C 1.69348 -0.30873 -2.20858
C 2.22516 -0.08664 -3.48820
C 1.36317 0.03945 -4.56061
C -0.00290 -0.05628 -4.34706
C -0.44541 -0.27787 -3.05150
N 0.36930 -0.41038 -2.01920
H 4.55072 -0.41919 -0.24048
H 4.34838 0.57413 -1.69560
H 4.43254 -1.17942 -1.83599
H 3.89367 -0.92452 3.27563
H 2.52102 -1.14136 4.28498
H 3.29091 -0.00646 -3.63708
H 1.75762 0.21850 -5.55270
H -0.71404 0.04736 -5.15510
H -1.50296 -0.34479 -2.82159
Cl -3.50500 0.49255 -0.16387
C -3.57672 2.23570 -0.12163
C -4.84605 2.78016 -0.14606
C -5.01522 4.15659 -0.13616
C -3.88809 4.96191 -0.09964
C -2.63418 4.38700 -0.07177
Cl -1.28206 5.49034 -0.03427
C -2.39195 2.99780 -0.07756
S -0.78061 2.38573 -0.04806
H -5.69371 2.11079 -0.17636
H -6.00422 4.59213 -0.15789
H -3.96651 6.04009 -0.09182
C -0.21957 -5.34468 -1.25261
C 0.06378 -4.42342 -0.06185
C 1.50770 -3.92431 -0.10834
C -0.19653 -5.14051 1.26499
C -0.85013 -3.27440 -0.15867
N -1.58521 -2.38968 -0.19180
H 0.45345 -6.20255 -1.20449
H -0.04771 -4.82214 -2.19321
H -1.24687 -5.70916 -1.23938
H 2.17852 -4.78214 -0.02816
H 1.69936 -3.23627 0.70824
H 1.70649 -3.40202 -1.04159
H 0.47360 -5.99831 1.34617
H -1.22530 -5.49633 1.32777
H -0.00462 -4.46741 2.09963
*
```

The LUMO energy is 2.66 eV. Its energy above the lowest of the compared OMol25 structures with the same formula, charge and spin is 7.0 kcal per mole. The largest force on an atom comes out at 0.4 eV/Å. The total energy comes out at -78211.8485 eV. The calculation puts the molar mass at 562.320 g mol⁻¹.

---

No. 2
Below is the ion C6H10NO with charge +1, with properties calculated with ωB97M-V/def2-TZVPD.

```
! RIJCOSX wB97M-V def2-TZVPD def2/J DEFGRID3
* xyz 1 1
C -0.45244 -0.89857 0.14191
C 1.70106 -0.24485 -0.24018
C -1.13639 -2.03520 0.08362
C 2.82031 -0.85530 -0.13835
C 0.42098 1.35307 0.79026
C -1.61642 0.93646 -0.86667
N -0.89778 0.46120 0.36376
O 1.40997 1.01290 -0.07983
H -2.22472 -1.94131 0.36331
H -0.74588 -2.95906 -0.17985
H 3.68205 -0.31157 -0.26678
H 2.94741 -1.84059 -0.36615
H 0.25574 2.41016 0.71075
H 0.77676 1.19533 1.85402
H -1.79411 2.08282 -0.87097
H -0.99783 0.63147 -1.73730
H -2.70146 0.49834 -0.89916
H -1.44725 0.50472 1.33762
*
```

The LUMO energy is -3.75 eV. Its energy above the lowest of the compared OMol25 structures with the same formula, charge and spin is 125.3 kcal per mole. The largest force on an atom comes out at 5.2 eV/Å. The total energy comes out at -9908.9594 eV. The calculation puts the molar mass at 112.152 g mol⁻¹.

---

No. 3
Below is a structure of composition C30H37BrN12W, with properties calculated with ωB97M-V/def2-TZVPD.

```
! RIJCOSX wB97M-V def2-TZVPD def2/J DEFGRID3
* xyz 4 3
W -1.30971 0.41437 -1.90604
N -2.45213 2.26096 -1.86978
C -1.74744 3.50052 -1.39196
C -0.51773 3.09595 -0.60326
N 0.15705 2.06062 -1.42873
C 1.44302 1.57208 -0.85634
C 1.72420 0.19682 -1.42159
N 0.48909 -0.60798 -1.16477
H -2.76903 2.47177 -2.84215
H -3.26686 2.10151 -1.27987
H -2.42683 4.11925 -0.80942
H -1.45314 4.05959 -2.27575
H -0.76859 2.65217 0.36146
H 0.13422 3.95285 -0.42662
H 0.35033 2.49347 -2.33543
H 1.30620 1.49483 0.22372
H 2.24879 2.27893 -1.05191
H 2.57485 -0.27014 -0.92683
H 1.91512 0.22890 -2.49380
H 0.47476 -0.75514 -0.13091
H 0.59227 -1.53891 -1.57146
N -3.03548 -0.53189 -1.77544
C -3.26041 -0.44483 -0.40207
C -4.31339 -0.83348 0.39632
C -4.16218 -0.62920 1.76384
C -2.99559 -0.06583 2.27804
C -1.99146 0.30968 1.41017
N -2.13972 0.13487 0.08887
C -1.32270 -0.42191 -3.76455
C -1.63668 -1.29603 -4.78389
C -0.99303 -1.03564 -5.99076
C -0.11252 0.04298 -6.10891
C 0.13108 0.87224 -5.02572
N -0.50580 0.59820 -3.88036
H -3.68087 -1.05687 -2.34838
H -5.20168 -1.28779 -0.02085
H -4.95970 -0.91766 2.43660
H -2.87474 0.08026 3.34145
H -1.06220 0.74446 1.75459
H -2.31102 -2.13114 -4.65942
H -1.16894 -1.67513 -6.84674
H 0.38519 0.23998 -7.04883
H 0.79116 1.72465 -5.06936
Br -0.27691 4.35498 -4.60516
C -2.05409 4.03782 -5.25695
C -2.43882 4.74496 -6.38021
C -3.72327 4.52880 -6.85533
C -4.54455 3.62673 -6.19378
C -4.05025 2.98241 -5.07774
N -2.80897 3.17672 -4.59489
H -1.76431 5.44016 -6.85833
H -4.07515 5.06253 -7.72819
H -5.55230 3.43245 -6.53202
H -4.67120 2.27925 -4.53410
C 2.80638 0.24613 2.86609
C 2.38066 -1.12358 2.47008
N 1.47539 -1.42848 1.56147
C 1.35911 -2.81012 1.58168
C 2.20672 -3.33923 2.48901
N 2.85887 -2.26281 3.06343
C 3.93348 -2.35843 4.01704
N 3.44280 -2.46434 5.39021
N 2.58551 -1.44074 5.86020
N 2.32198 -1.64926 7.06272
C 2.98688 -2.80730 7.47776
C 3.04321 -3.40538 8.69995
C 3.85774 -4.58007 8.80200
C 4.57200 -5.09723 7.70371
C 4.52048 -4.49267 6.47531
C 3.70663 -3.31641 6.37062
H 2.55943 0.95284 2.07909
H 3.87992 0.31874 3.03962
H 2.31330 0.55569 3.78857
H 0.67719 -3.34013 0.93732
H 2.40277 -4.35786 2.77749
H 4.55633 -1.46993 3.95263
H 4.54795 -3.23184 3.81218
H 2.51305 -3.01722 9.56032
H 3.92523 -5.07931 9.76033
H 5.17395 -5.98491 7.84112
H 5.07512 -4.88532 5.63361
*
```

The LUMO energy (spin up / spin down) is -11.66 / -12.51 eV. Its energy above the lowest of the compared OMol25 structures with the same formula, charge and spin is 9.5 kcal per mole. The largest force on an atom comes out at 0.4 eV/Å. The total energy comes out at -121423.7547 eV. The calculation puts the molar mass at 829.454 g mol⁻¹.

---

No. 4
Below is a structure of composition C48H34Cl3N6O4RbSe, with properties calculated with ωB97M-V/def2-TZVPD.

```
! RIJCOSX wB97M-V def2-TZVPD def2/J DEFGRID3
* xyz -2 1
Rb 1.19193 -1.12214 -0.27089
O 1.28887 -1.48123 2.87939
C 0.02596 -1.79831 3.21132
C -0.57307 -2.83948 2.12908
C -1.79080 -2.53319 1.29545
C -3.07544 -2.91281 1.67938
C -4.13955 -2.62945 0.83967
C -3.90499 -1.98257 -0.36182
C -2.59882 -1.62200 -0.67879
C -2.25925 -0.88657 -1.94383
C -2.19644 0.66884 -1.73945
O -1.25683 1.01881 -0.85119
C -3.62610 1.06303 -1.30078
C -4.70205 1.09432 -2.18648
C -5.98606 1.37705 -1.74325
C -6.21570 1.63375 -0.39655
C -5.14994 1.60175 0.49178
C -3.86786 1.31811 0.04093
C -1.90641 1.37657 -3.08252
C -1.55526 0.74526 -4.26830
C -1.22188 1.47776 -5.40651
C -1.23556 2.86046 -5.37828
C -1.58361 3.50694 -4.19504
C -1.91097 2.77332 -3.07214
N -1.58384 -1.89692 0.13719
C -0.80376 -0.49293 3.31629
C -0.71995 0.38794 2.23832
C -1.26270 1.65704 2.28680
C -1.91950 2.08902 3.43527
C -2.03260 1.22408 4.51074
C -1.48343 -0.05469 4.44653
C -0.03559 -2.53713 4.57280
C -1.18983 -3.12019 5.09138
C -1.17955 -3.78135 6.30953
C 0.00098 -3.87725 7.03802
C 1.15786 -3.30762 6.52647
C 1.13693 -2.64496 5.30576
H -0.72827 -3.80201 2.62160
H 0.27894 -2.96620 1.46574
H -3.22738 -3.43170 2.61722
H -5.14807 -2.91108 1.11984
H -4.71365 -1.73299 -1.03653
H -2.98607 -1.14881 -2.71892
H -1.26716 -1.20363 -2.27166
H -4.52986 0.90153 -3.23957
H -6.80833 1.40337 -2.44987
H -7.21699 1.85601 -0.04616
H -5.31345 1.78966 1.54688
H -3.02626 1.27118 0.71831
H -1.53049 -0.33415 -4.31638
H -0.94698 0.95881 -6.31642
H -0.97477 3.43100 -6.26080
H -1.59666 4.59019 -4.15400
H -2.17087 3.27338 -2.14653
H -0.20335 0.08048 1.34534
H -1.20752 2.27558 1.40090
H -2.34756 3.08341 3.48041
H -2.54098 1.54141 5.41377
H -1.56575 -0.69672 5.31460
H -2.11766 -3.04420 4.53487
H -2.09183 -4.22391 6.69258
H 0.01569 -4.39495 7.98972
H 2.08569 -3.38457 7.08161
H 2.01276 -2.19108 4.85927
O 7.37668 4.67212 -0.12362
N 6.16899 4.63454 -0.31148
O 5.45542 5.62745 -0.37508
C 5.52281 3.29583 -0.41766
C 6.38046 2.25423 -0.40600
C 5.90799 0.91279 -0.52801
C 6.77354 -0.19738 -0.51585
C 6.24584 -1.45207 -0.63637
C 4.84808 -1.58251 -0.76258
N 4.02815 -0.55837 -0.77618
C 4.53688 0.68397 -0.66561
C 3.61586 1.81904 -0.67744
N 2.31400 1.52228 -0.81806
C 1.41292 2.47856 -0.80672
C 1.78599 3.82356 -0.63404
C 3.10760 4.15574 -0.50917
C 4.08956 3.13896 -0.53887
H 7.44026 2.44379 -0.30926
H 7.84039 -0.04158 -0.41249
H 6.86852 -2.33560 -0.63569
H 4.39011 -2.56081 -0.86514
H 0.36972 2.16370 -0.92184
H 1.02149 4.58921 -0.60353
H 3.39803 5.18585 -0.38422
Cl 2.04316 0.09668 -6.59053
C 1.55977 -1.44790 -5.84642
Cl 0.00047 -1.97338 -6.51094
Cl 2.78155 -2.68169 -6.11136
C 1.41798 -1.24576 -4.40673
N 1.35386 -1.15478 -3.27063
Se 3.52362 -5.37890 -3.65310
C 2.53932 -4.41574 -2.44709
N 1.91261 -3.81516 -1.68035
*
```

The LUMO energy is 2.47 eV. Its energy above the lowest of the compared OMol25 structures with the same formula, charge and spin is 7.1 kcal per mole. The largest force on an atom comes out at 0.8 eV/Å. The total energy comes out at -171027.0345 eV. The calculation puts the molar mass at 1029.625 g mol⁻¹.